# 1
DFT (ωB97M-V/def2-TZVPD) results for a 12-piece molecular cluster, C4H32N2O12S overall in a non-equilibrium geometry.

The SMILES is [NH3+]/C=C(\[O-])NCCS.O.O.O.O.O.O.O.O.O.O.O. As for the HOMO-LUMO gap: 0.281 hartree. As for the multiplicity: 1. The charge is 0. As for the largest force on an atom: 1.8 eV Å⁻¹.

Structure (XYZ):
```
51
Properties=species:S:1:pos:R:3:forces:R:3:nbo_charge:R:1
N 0.928 -0.289 -1.461 -1.33 0.56 0.21 -0.736
C 0.088 -0.381 -0.247 0.24 0.07 -0.31 -0.373
C -0.604 0.716 0.156 0.22 0.03 0.02 0.518
O -0.418 1.909 -0.300 0.12 -0.01 -0.07 -0.877
N -1.539 0.568 1.203 0.71 -0.62 -0.54 -0.697
C -2.540 -0.462 1.040 -0.90 -0.37 1.50 -0.246
C -3.512 -0.348 -0.118 -0.66 -0.08 -0.33 -0.521
S -2.920 -1.311 -1.570 0.37 0.56 -0.03 -0.069
H 1.456 0.578 -1.559 0.42 0.07 0.54 0.440
H 1.515 -1.115 -1.514 0.31 -0.46 -0.30 0.461
H 0.281 -0.230 -2.263 0.34 -0.57 -0.58 0.450
H -0.084 -1.391 0.074 -0.05 0.14 -0.02 0.230
H -1.902 1.459 1.511 -0.29 0.08 -0.20 0.409
H -2.167 -1.488 1.102 0.54 0.23 -0.22 0.217
H -3.108 -0.397 1.976 -0.32 0.02 -0.19 0.218
H -3.775 0.698 -0.295 0.44 -0.02 -0.45 0.221
H -4.466 -0.815 0.125 0.13 -0.12 0.36 0.222
H -3.971 -1.126 -2.374 -0.20 0.02 0.04 0.124
O 1.932 -3.231 -1.719 0.56 0.71 -0.98 -0.990
H 2.694 -3.234 -1.128 -0.20 -0.08 0.05 0.475
H 1.212 -3.621 -1.203 0.19 -0.04 0.16 0.503
O -2.095 2.615 3.345 -0.50 0.13 0.01 -0.959
H -1.464 1.893 3.355 0.31 0.07 0.11 0.470
H -1.613 3.400 3.056 0.28 -0.17 -0.06 0.497
O 0.122 3.664 1.646 -0.03 -0.02 0.35 -1.010
H 0.875 4.170 1.332 -0.06 -0.02 -0.01 0.470
H -0.134 3.048 0.922 -0.03 0.14 -0.37 0.501
O 3.289 -1.073 0.525 -0.27 0.66 -0.33 -0.973
H 3.855 -0.466 0.033 0.42 -0.36 -0.06 0.461
H 2.594 -0.427 0.772 -0.05 -0.47 0.41 0.497
O 0.648 -3.814 0.307 -0.53 -0.26 1.59 -0.976
H 0.735 -3.069 0.933 -0.12 0.18 -0.44 0.506
H 0.221 -4.455 0.889 -0.07 -0.23 -0.38 0.485
O -0.288 2.610 -2.893 0.08 0.30 -0.22 -1.010
H -0.648 2.274 -2.048 0.33 0.01 0.42 0.515
H -0.177 3.551 -2.727 -0.09 0.02 -0.12 0.478
O -0.549 0.099 -3.861 0.35 0.16 -0.01 -0.965
H -1.368 0.140 -3.351 -0.22 0.03 -0.13 0.485
H -0.252 1.026 -3.957 -0.45 -0.33 0.11 0.505
O 2.314 1.377 1.574 -0.06 -0.13 0.01 -0.967
H 1.379 1.628 1.544 0.09 0.15 0.01 0.498
H 2.687 1.763 0.774 -0.02 0.15 -0.02 0.481
O 0.097 -1.877 2.284 0.50 -0.67 0.45 -1.000
H -0.093 -0.931 2.322 0.06 0.04 -0.13 0.493
H 1.001 -2.008 2.649 -0.46 0.49 0.15 0.505
O 2.983 1.894 -1.927 -0.06 -0.09 0.21 -0.964
H 3.475 1.504 -2.655 0.05 0.08 -0.10 0.485
H 2.451 2.601 -2.312 -0.09 -0.06 -0.05 0.495
O 2.645 -1.507 3.470 -0.21 -0.09 0.22 -0.961
H 2.467 -0.561 3.395 0.28 0.01 -0.10 0.487
H 3.470 -1.662 2.999 -0.06 0.16 -0.21 0.494
```
Positions in Å, forces in eV/Å.

=====

# 2
DFT (ωB97M-V/def2-TZVPD) results for a 13-piece molecular cluster, C4H32N2O14 overall in a non-equilibrium geometry.

As for the HOMO-LUMO gap: 0.384 hartree. As for the multiplicity: 1. The charge is 0. As for the largest force on an atom: 2.8 eV Å⁻¹.

Structure (XYZ):
```
52
Properties=species:S:1:pos:R:3:forces:R:3:nbo_charge:R:1
C 0.381 -1.288 -0.495 0.75 2.35 -1.42 -0.706
C 0.350 -1.406 -1.997 -0.26 -1.42 -0.52 0.702
N 1.083 -0.626 -2.836 0.57 0.99 1.17 -0.615
C 1.664 0.652 -2.444 -0.52 0.26 -1.51 -0.348
C 2.759 0.607 -1.420 0.95 -0.34 0.47 0.666
N 3.723 -0.327 -1.573 0.47 -0.58 -0.57 -0.813
O 2.792 1.325 -0.438 -0.47 0.67 0.19 -0.648
O -0.251 -2.350 -2.484 -0.24 -0.34 -0.27 -0.648
H -0.525 -0.798 -0.173 -0.61 -0.57 0.33 0.262
H 0.599 -2.267 -0.130 -0.19 -0.39 0.62 0.249
H 1.142 -0.545 -0.260 0.23 -0.45 0.61 0.204
H 1.252 -0.967 -3.770 -0.48 0.00 0.08 0.417
H 2.000 1.075 -3.394 0.69 0.02 0.13 0.244
H 0.942 1.423 -2.180 -0.37 -0.33 0.64 0.250
H 3.837 -0.819 -2.442 -0.17 -0.09 0.00 0.398
H 4.527 -0.347 -0.954 -0.42 0.28 -0.08 0.413
H 1.992 3.643 -0.395 0.16 -0.39 0.15 0.477
H 0.539 3.433 0.124 0.34 -0.05 0.16 0.481
O 1.138 4.061 -0.302 -0.12 0.88 -0.37 -0.983
H 1.619 0.240 2.180 1.30 0.08 -0.28 0.510
H 2.937 0.181 1.178 -0.98 0.27 1.12 0.486
O 2.561 -0.076 2.056 -0.02 -0.17 -0.50 -1.026
H 1.036 -2.137 2.977 0.00 0.72 0.12 0.489
H -0.053 -3.012 3.007 -0.58 0.48 0.62 0.459
O 0.126 -2.102 3.326 0.14 -1.39 -0.60 -0.968
H 2.618 -2.722 1.193 -0.52 -0.54 -0.06 0.469
H 2.884 -2.122 2.449 -0.07 0.32 0.69 0.500
O 2.389 -2.886 2.121 1.00 0.10 -0.77 -0.951
H -3.278 -2.355 -0.265 0.15 0.39 -0.32 0.514
H -3.542 -0.806 -0.179 -0.10 -0.27 -0.44 0.485
O -3.202 -1.566 0.305 -0.12 0.07 0.34 -1.017
H -2.107 -0.161 1.426 -0.13 -0.63 0.23 0.491
H -1.705 -1.418 2.255 0.04 0.74 -0.04 0.516
O -1.848 -0.454 2.313 0.28 0.17 -0.03 -0.972
H 0.296 1.583 0.698 0.47 -0.02 -0.14 0.502
H -1.021 2.040 1.141 -0.26 0.41 -0.23 0.516
O -0.466 2.051 0.341 -0.59 -0.66 0.48 -0.984
H -1.134 4.016 -2.499 0.30 0.02 0.35 0.486
H -0.826 3.131 -1.208 -0.32 0.54 -0.81 0.507
O -1.417 3.258 -1.982 0.16 -0.30 0.27 -1.000
H -0.508 0.600 2.671 0.05 -0.02 0.97 0.521
H 0.336 1.488 3.731 -0.23 -0.11 0.77 0.498
O 0.228 1.244 2.823 0.03 -0.35 -1.51 -1.024
H -2.526 -4.345 -1.493 0.11 1.10 -0.25 0.475
H -1.757 -2.976 -1.780 -0.28 -0.50 -0.16 0.509
O -2.644 -3.380 -1.634 0.04 -0.89 0.29 -0.989
H -3.457 0.813 2.625 0.15 -0.66 0.36 0.488
H -4.007 1.788 1.612 -0.11 0.17 -0.01 0.469
O -3.435 1.734 2.384 -0.03 0.71 -0.44 -0.957
H -2.090 1.394 -1.611 -0.32 -0.32 0.19 0.485
H -3.060 1.538 -2.669 -0.42 -0.14 -0.12 0.477
O -2.891 0.942 -1.931 0.56 0.17 0.13 -0.966
```
Positions in Å, forces in eV/Å.

=====

# 3
DFT (ωB97M-V/def2-TZVPD) results for a 13-piece molecular cluster, C4H32NO15 overall.

As for the HOMO-LUMO gap: 0.340 hartree. As for the multiplicity: 1. The charge is -1. As for the largest force on an atom: 0.7 eV Å⁻¹.

Structure (XYZ):
```
52
Properties=species:S:1:pos:R:3:forces:R:3:nbo_charge:R:1
O -1.065 -0.830 2.155 -0.07 0.01 -0.25 -0.802
C -1.095 -1.090 0.923 -0.23 0.20 0.10 0.804
O -1.867 -1.929 0.385 0.09 -0.21 0.14 -0.795
C -0.112 -0.367 -0.011 -0.25 -0.01 0.24 -0.181
C 0.013 1.123 0.306 0.18 0.02 -0.06 -0.441
C 0.285 1.994 -0.915 0.25 -0.15 -0.06 -0.059
O 1.351 1.503 -1.741 -0.14 -0.12 -0.04 -0.787
N 1.178 -1.076 0.042 0.35 0.32 -0.45 -0.891
H -0.508 -0.471 -1.015 -0.02 -0.07 -0.14 0.205
H 0.808 1.257 1.035 -0.01 0.03 0.09 0.211
H -0.899 1.499 0.770 -0.06 -0.05 -0.03 0.232
H 0.605 2.987 -0.600 -0.11 0.06 0.03 0.183
H -0.618 2.121 -1.513 -0.10 0.00 0.03 0.163
H 1.061 0.661 -2.150 0.05 0.30 0.23 0.503
H 1.469 -1.214 1.003 -0.04 -0.11 0.12 0.391
H 1.080 -1.991 -0.381 -0.08 -0.16 0.16 0.381
H 2.470 -2.345 2.545 0.06 -0.26 -0.11 0.503
H 2.384 -3.817 2.104 -0.01 0.01 0.00 0.459
O 2.922 -3.028 1.994 -0.03 0.16 0.08 -0.992
H 1.558 1.763 3.125 0.17 0.05 -0.13 0.500
H 2.750 1.512 2.111 -0.22 0.12 0.33 0.502
O 2.481 1.460 3.054 -0.07 0.05 -0.07 -1.001
H -1.827 1.227 -2.979 0.03 0.03 -0.02 0.478
H -1.001 -0.034 -3.345 -0.07 0.18 -0.06 0.510
O -1.908 0.331 -3.320 0.02 -0.06 -0.06 -0.980
H -1.262 -3.343 -2.335 0.12 -0.06 0.02 0.478
H -1.112 -2.691 -0.949 0.09 0.17 0.04 0.515
O -0.591 -2.981 -1.744 -0.30 -0.16 -0.13 -1.006
H 1.557 -0.997 -3.059 -0.16 -0.02 -0.12 0.512
H 0.189 -1.702 -2.720 0.21 0.19 0.04 0.511
O 0.585 -0.915 -3.162 -0.07 -0.23 -0.08 -1.043
H 3.434 0.101 -2.304 -0.04 -0.14 -0.01 0.488
H 2.842 -1.023 -1.468 -0.10 0.08 0.02 0.500
O 3.182 -0.832 -2.360 0.20 0.08 0.12 -0.967
H -3.415 2.383 -0.197 0.13 0.20 0.12 0.504
H -3.262 3.869 0.174 -0.02 -0.01 0.00 0.458
O -3.032 3.235 -0.509 0.01 -0.11 -0.11 -0.993
H -1.254 2.014 3.534 0.06 -0.04 -0.01 0.470
H -0.692 0.669 2.999 -0.06 0.18 -0.01 0.511
O -0.439 1.511 3.445 0.02 -0.04 0.07 -1.004
H 0.549 -1.002 2.994 -0.19 -0.14 -0.01 0.501
H 1.845 -0.222 3.342 0.10 -0.13 0.00 0.505
O 1.463 -1.123 3.301 0.23 0.12 0.09 -1.019
H 3.183 0.275 0.442 -0.12 0.00 -0.09 0.484
H 2.626 1.453 -0.359 0.15 -0.25 0.07 0.501
O 3.273 1.232 0.341 0.13 0.15 -0.08 -0.985
H -3.478 0.454 1.219 -0.04 0.07 -0.03 0.480
H -3.967 0.246 -0.221 -0.03 0.06 -0.03 0.510
O -3.995 0.891 0.529 0.03 -0.17 0.15 -1.002
H -3.078 -0.478 -2.165 -0.02 -0.19 0.25 0.505
H -3.032 -1.400 -0.895 0.11 0.11 -0.04 0.503
O -3.631 -0.872 -1.458 -0.14 -0.06 -0.28 -1.010
```
Positions in Å, forces in eV/Å.

=====

How do the records compare in energy above the lowest of the compared OMol25 structures with the same formula, charge and spin? In the order shown, they have 122.1 61.9 0.0 kJ/mol.